Here is a single C24H30N4O3 molecule from the Open Molecules 2025 dataset. Energies are from ωB97M-V/def2-TZVPD.

```
61
Properties=species:S:1:pos:R:3:mulliken_charge:R:1
O -2.378 -2.697 -1.138 -0.718
O 1.411 3.073 1.131 -0.635
O -2.606 1.248 2.004 -0.710
N -2.195 0.573 -0.099 0.438
N 0.267 1.589 2.425 -0.001
N -0.658 -1.855 0.060 0.184
N 0.750 -0.422 3.359 -0.523
C 1.353 -2.160 -1.345 -0.251
C -0.905 3.518 1.596 -0.929
C -2.787 -0.729 0.179 -0.948
C -1.930 -1.866 -0.377 0.615
C -1.744 0.542 -3.769 -0.734
C 2.620 -3.055 0.458 -0.790
C 2.546 -1.833 -0.453 -0.061
C 1.590 -1.363 3.753 -0.578
C -2.343 0.459 -2.526 -0.842
C 0.256 0.924 -5.244 -1.172
C 0.330 -2.811 -0.395 -0.356
C 1.155 -3.362 0.785 -0.559
C 2.957 -1.298 3.543 -0.258
C 1.238 0.646 2.736 0.475
C -1.815 2.930 0.508 -0.311
C 0.391 2.731 1.687 0.456
C 0.322 1.167 -2.747 -0.988
C 3.459 -0.196 2.865 -0.528
C 2.595 0.799 2.445 -0.378
C -2.229 1.515 0.872 0.442
C -0.408 0.898 -3.899 0.900
C 0.910 -0.429 -5.534 -1.076
C -1.605 0.728 -1.380 -0.390
C -0.262 1.073 -1.498 0.476
H 1.019 1.705 -5.267 0.317
H 0.165 -1.221 -5.512 0.319
H -3.381 0.180 -2.446 0.448
H -0.482 1.142 -6.018 0.395
H -1.335 2.982 -0.466 0.270
H 2.348 -0.936 0.136 -0.239
H 0.860 -2.848 1.701 0.060
H 3.462 -1.676 -1.019 0.505
H 1.381 -0.421 -6.514 0.411
H -0.660 4.550 1.343 0.434
H -2.735 3.520 0.469 0.363
H 4.517 -0.108 2.667 0.400
H -0.240 -3.590 -0.906 0.491
H 0.932 -1.288 -1.843 -0.240
H -2.326 0.324 -4.652 0.391
H 3.210 -2.873 1.355 0.420
H 3.066 -3.888 -0.086 0.356
H -3.783 -0.805 -0.267 0.327
H 3.607 -2.082 3.898 0.447
H 1.364 1.440 -2.823 0.443
H -1.427 3.490 2.553 0.353
H -0.651 1.352 2.794 0.331
H 1.136 -2.201 4.267 0.417
H -2.882 -0.819 1.265 0.548
H -0.354 -1.140 0.703 -0.029
H 1.649 -2.881 -2.107 0.335
H 0.987 -4.427 0.931 0.335
H 2.945 1.671 1.921 0.494
H 0.330 1.263 -0.615 0.394
H 1.667 -0.652 -4.786 0.251
```

- Energy relative to the best compared isomer or geometry (same formula, charge and spin): 12.9 kcal per mole
- DFT total energy: -1377.3804 hartree
- HOMO-LUMO gap: 0.355 Ha
- Lowest unoccupied orbital energy: 0.74 eV
- Structure (SMILES): CCc1ccc(N(CC(=O)NC2CCCC2)C(=O)CCC(=O)Nc2ccccn2)cc1
- E_HOMO: -8.92 eV
- Largest force on an atom: 0.011 Eh/bohr

=====

Here is 15 unconnected molecules or ions with the total composition C4H41N2O14 at a distorted geometry from the Open Molecules 2025 dataset. Energies are from ωB97M-V/def2-TZVPD.

```
61
Properties=species:S:1:pos:R:3:mulliken_charge:R:1
O -1.037 -4.151 3.014 -0.597
O -3.897 -2.413 1.825 -0.561
O -2.123 1.260 2.413 -0.715
O -0.191 2.396 -2.568 -0.649
O 1.632 2.781 -0.188 -0.809
O 3.206 1.920 -2.096 -0.551
O 2.374 -2.312 2.750 -0.615
O 2.569 1.960 2.096 -0.590
O -0.057 4.089 1.155 -0.587
O 0.041 -3.394 -1.309 -0.633
O -2.274 2.977 -0.014 -0.597
O -4.334 0.910 0.891 -0.604
O -2.265 -3.917 -0.641 -0.670
O 4.064 -0.600 -1.774 -0.603
N 0.791 -1.172 -2.158 -0.034
N 0.425 -0.034 1.533 0.027
C -1.125 0.043 -1.237 -0.427
C 1.204 -0.525 -3.522 -0.658
C 0.939 -0.821 0.335 -1.063
C 0.376 -0.263 -1.055 1.322
H -1.723 1.972 1.812 0.344
H 2.137 -3.289 2.770 0.336
H 2.206 2.132 0.307 0.363
H -1.880 -0.749 -1.365 0.331
H 0.606 -1.954 0.466 0.169
H 4.351 -0.911 -0.859 0.319
H 2.002 -0.736 0.337 0.394
H -5.010 1.289 1.502 0.389
H -0.042 -1.681 -2.497 0.410
H 3.318 -2.395 2.768 0.309
H 0.593 0.451 -3.589 0.255
H -0.524 4.827 1.756 0.364
H -3.570 -2.004 2.652 0.276
H 0.343 2.403 -1.658 0.115
H 3.362 1.779 2.565 0.249
H 2.176 2.780 2.269 0.276
H -2.911 3.454 0.371 0.301
H 1.007 0.724 -1.300 -0.515
H 2.389 -0.418 -3.581 0.265
H -0.906 3.945 0.659 0.291
H -0.925 -3.357 -1.446 0.394
H 3.855 2.179 -2.622 0.240
H -3.655 1.043 1.544 0.336
H 1.456 3.419 0.540 0.318
H 0.120 3.185 -2.990 0.340
H -1.411 -3.710 3.791 0.327
H -2.668 -4.655 -1.291 0.340
H -1.279 0.918 -2.012 0.661
H 2.766 2.586 -1.518 0.326
H -3.061 -3.560 -0.137 0.303
H -4.751 -1.889 1.737 0.313
H -1.352 0.689 2.382 0.382
H 0.793 1.039 1.360 0.264
H -1.630 0.520 -0.230 -0.485
H 0.249 -4.003 -0.617 0.259
H 0.786 -0.537 2.441 0.379
H 0.769 -1.096 -4.313 0.396
H -1.154 -3.572 2.258 0.260
H 3.900 0.351 -1.593 0.354
H 1.443 -1.940 -1.842 0.419
H -2.495 2.036 -0.279 0.245
```

- Energy relative to the best compared isomer or geometry (same formula, charge and spin): 137.8 kcal per mole
- DFT total energy: -1339.0841 hartree
- HOMO-LUMO gap (spin up / spin down): 0.388 / 0.189 Ha
- Lowest unoccupied orbital energy (spin up / spin down): -5.81 / -11.24 eV
- E_HOMO (spin up / spin down): -16.38 / -16.38 eV
- Net charge: +2
- 2S+1: 2
- Largest force on an atom: 0.134 Eh/bohr
- <S²>: 0.754

=====

Here is a single CH3NOS molecule at a distorted geometry from the Open Molecules 2025 dataset. Energies are from ωB97M-V/def2-TZVPD.

```
7
Properties=species:S:1:pos:R:3:mulliken_charge:R:1
S 1.479 -0.396 -0.005 0.217
O 2.566 0.630 -0.096 -0.545
N -1.178 -0.489 0.073 -0.435
C -0.062 0.249 0.239 -0.035
H -0.845 -1.385 -0.278 0.243
H -0.101 1.369 0.514 0.296
H -1.859 0.022 -0.446 0.259
```

- Energy relative to the best compared isomer or geometry (same formula, charge and spin): 49.1 kcal per mole
- DFT total energy: -568.0225 hartree
- HOMO-LUMO gap: 0.310 Ha
- Lowest unoccupied orbital energy: 0.13 eV
- E_HOMO: -8.29 eV
- Largest force on an atom: 0.073 Eh/bohr